132
Properties=species:S:1:pos:R:3:mulliken_charge:R:1 method="wB97M-V/def2-TZVPD" e_lumo_ha=-0.361 e_tot_ev=-132217.307 total_charge=+3 e_homo_ev=-14.08 orbital_gap_ev=4.264
Ta 0.0523 -0.2224 -0.0034 0.7467
C 7.2413 2.6643 -3.8117 -0.7891
S 7.2771 1.7392 -2.2606 -0.0693
C 5.6589 0.9490 -2.3405 -0.6306
C 4.4888 1.9237 -2.2190 -0.8859
C 3.2359 1.1706 -1.8033 -0.1328
N 1.9661 1.9912 -1.8254 1.6079
P 1.4399 2.3163 -0.2435 0.4473
C 2.7873 3.2921 0.4555 1.5321
C 3.3207 4.3063 -0.3484 -0.9762
C 4.2915 5.1520 0.1564 -0.5818
C 4.7492 4.9917 1.4581 -1.1467
C 4.2463 3.9713 2.2502 -0.5486
C 3.2678 3.1213 1.7533 -0.5460
C 0.0235 3.4636 -0.3197 0.9442
C 0.2135 4.8412 -0.1791 -0.4053
C -0.8665 5.7117 -0.1902 -1.1255
C -2.1593 5.2262 -0.3094 -1.0754
C -2.3692 3.8587 -0.4264 -1.0675
C -1.2877 2.9953 -0.4298 1.0531
P 0.6615 1.2562 -2.6480 1.1271
C -0.3329 2.6082 -3.3044 1.1119
C -1.6571 2.3277 -3.6401 -0.7510
C -2.4592 3.3089 -4.1978 -0.7092
C -1.9368 4.5752 -4.4273 -0.8793
C -0.6160 4.8549 -4.1008 -0.8879
C 0.1875 3.8783 -3.5311 -0.8701
C 1.4667 0.5728 -4.1153 0.3543
C 1.3948 -0.7784 -4.4319 0.6551
C 2.0558 -1.2666 -5.5526 -0.9331
C 2.8041 -0.4084 -6.3414 -0.7933
C 2.8630 0.9482 -6.0368 -0.7296
C 2.1874 1.4453 -4.9374 -1.2708
H 8.2446 3.0553 -3.9648 0.3877
H 6.5439 3.4993 -3.7679 0.2194
H 6.9910 2.0042 -4.6420 0.2616
H 5.6633 0.2521 -1.4961 0.0471
H 5.5947 0.3687 -3.2648 0.4225
H 4.3064 2.4198 -3.1747 0.1331
H 4.7401 2.6859 -1.4849 0.2771
H 3.3803 0.7589 -0.7954 -0.1580
H 3.1106 0.3233 -2.4770 0.4769
H 2.9780 4.4303 -1.3681 0.2605
H 4.6921 5.9405 -0.4666 0.5211
H 5.5031 5.6610 1.8503 0.4382
H 4.6135 3.8382 3.2591 0.5001
H 2.8778 2.3362 2.3733 -0.0570
H 1.2024 5.2517 -0.0473 0.4345
H -0.6913 6.7758 -0.1032 0.5253
H -3.0006 5.9068 -0.3057 0.5175
H -3.3754 3.4675 -0.5119 0.5892
H -1.4944 1.9388 -0.5491 -0.8139
H -2.0631 1.3357 -3.4735 0.4727
H -3.4886 3.0912 -4.4507 0.5039
H -2.5593 5.3452 -4.8631 0.4607
H -0.2088 5.8395 -4.2895 0.4955
H 1.2127 4.1030 -3.2635 0.2369
H 0.8216 -1.4472 -3.8171 0.5662
H 1.9847 -2.3156 -5.8090 0.5146
H 3.3388 -0.7907 -7.2007 0.4511
H 3.4259 1.6218 -6.6693 0.5235
H 2.2084 2.5068 -4.7264 0.3946
O 0.5936 2.3040 2.2991 -0.5233
C -0.3917 2.8059 2.8017 -0.7255
C -1.7035 2.1542 2.8474 1.5698
C -2.6649 2.7472 3.6548 -0.5273
C -3.9023 2.1546 3.7908 -1.0958
C -4.2163 0.9810 3.1455 -0.5530
C -3.2685 0.3926 2.3115 -0.7350
C -2.0317 0.9814 2.1531 0.2758
O -1.1556 0.4221 1.2230 1.2367
N -4.9143 2.8008 4.6636 1.0317
O -5.9391 2.1907 4.8452 -0.5803
O -4.6232 3.8841 5.1140 -0.5822
H -0.3266 3.7900 3.2967 0.3884
H -2.4508 3.6602 4.1973 0.6919
H -5.1949 0.5415 3.2838 0.5954
H -3.4982 -0.5194 1.7887 0.5172
S -0.3018 -3.6764 -3.0650 -0.2139
C -1.5184 -2.5347 -3.4569 -0.9500
C -1.4693 -1.4412 -2.6577 0.4468
C -0.4306 -1.5050 -1.6612 0.4176
C 0.2787 -2.6708 -1.8163 0.5239
C 1.5422 -2.8825 -1.1431 0.2926
C 2.2699 -4.0635 -1.1975 -1.0309
C 3.5216 -4.1126 -0.6118 -1.0632
C 4.0194 -2.9672 -0.0055 -1.4147
C 3.2230 -1.8435 0.0262 -1.1723
N 1.9973 -1.7834 -0.5072 0.5729
H -2.1979 -2.7392 -4.2706 0.5360
H -2.1355 -0.6080 -2.7861 0.1835
H 1.8515 -4.9314 -1.6899 0.5787
H 4.1079 -5.0214 -0.6474 0.5074
H 5.0106 -2.9430 0.4262 0.6781
H 3.5831 -0.9280 0.4555 0.9920
N -5.5054 0.5065 -3.6166 -0.2667
C -6.0051 -0.0369 -2.4660 -0.0946
O -7.1361 0.1206 -2.0822 -0.5396
C -5.0246 -0.8214 -1.6321 0.3356
C -5.3318 -2.1150 -1.2292 -0.6330
C -4.4459 -2.7829 -0.4015 -1.2342
C -3.2842 -2.1342 -0.0146 -0.3610
N -2.9844 -0.8844 -0.3748 1.0358
C -3.8555 -0.2470 -1.1639 -0.9649
H -6.1830 0.9298 -4.2345 0.2688
H -4.6844 0.1157 -4.0454 0.1856
H -6.2564 -2.5764 -1.5529 0.5307
H -4.6529 -3.7858 -0.0547 0.5326
H -2.5649 -2.6393 0.6252 0.4165
H -3.6206 0.7856 -1.4137 0.7175
C 2.3740 -0.6136 5.2669 -1.0060
N 3.2407 -1.1289 4.2079 0.1565
C 3.1417 -2.5907 4.1596 -1.0301
N 1.7633 -3.0381 3.9698 0.1733
C 0.9193 -2.4862 5.0295 -0.9258
N 0.9890 -1.0253 5.0784 0.2038
C 0.3687 -0.3886 3.9395 -1.4083
P 1.2435 -0.8826 2.3544 2.0377
C 3.0061 -0.5003 2.9357 -1.1302
C 1.2593 -2.7344 2.6472 -1.0696
H 2.4354 0.4754 5.2903 0.3760
H 2.7252 -1.0030 6.2215 0.3155
H 3.5093 -2.9896 5.1036 0.3278
H 3.7651 -2.9735 3.3499 0.4599
H 1.2606 -2.8773 5.9868 0.3455
H -0.1131 -2.8003 4.8731 0.3776
H 0.4228 0.6879 4.0480 0.2726
H -0.6810 -0.6831 3.8753 0.6153
H 3.1094 0.5799 3.0235 0.4244
H 3.7318 -0.8563 2.2231 0.4509
H 1.8892 -3.2087 1.8938 0.3410
H 0.2450 -3.1249 2.5384 0.5169